[1]
ORCA calculation (wB97M-V/def2-TZVPD) on a 10-piece molecular cluster, C43H83BF10IN10O14S overall in a non-equilibrium geometry.

The geometry in XYZ format:
```
163
Properties=species:S:1:pos:R:3:forces:R:3
H -4.159 6.485 0.117 0.0 0.0 0.0
H 7.164 1.505 0.370 0.0 0.0 0.0
H -3.313 -6.335 -2.008 0.0 0.0 0.0
H 6.130 -2.733 5.876 0.1 0.0 0.0
F -4.710 1.565 -2.570 0.1 0.0 0.0
H 3.530 -7.495 -0.411 0.0 0.0 0.0
H 2.958 -3.552 5.693 0.0 0.0 0.0
C -4.807 1.394 -4.927 -0.5 -0.1 0.5
F 0.902 1.202 3.619 0.1 0.1 -0.1
C -1.634 1.393 -0.610 0.8 -0.2 0.8
H -5.823 1.105 -4.638 0.0 0.0 -0.1
C -4.076 0.360 0.640 -0.3 0.2 0.1
H -2.921 3.091 -3.342 0.0 0.0 0.1
C -8.566 -3.592 2.521 0.0 0.1 -0.2
H 0.354 0.920 -4.357 -0.2 0.1 -0.1
H 2.583 3.205 -7.227 0.0 0.0 0.0
H 3.949 -5.178 1.924 0.0 0.0 0.0
H 5.854 2.730 -3.343 0.0 0.0 0.0
S -3.668 -0.579 2.149 0.1 0.1 0.6
H -0.343 3.662 1.924 0.1 0.0 0.1
H 4.401 2.176 -1.820 0.0 0.0 -0.1
H -4.928 5.476 3.617 0.0 0.0 0.0
F 1.681 3.821 3.036 0.0 -0.2 -0.2
H 8.212 1.067 -0.999 0.0 0.0 0.0
N 6.404 4.870 5.987 -0.1 0.0 0.0
H -3.537 6.416 4.206 0.0 0.0 0.0
H -8.471 -2.910 -0.632 0.0 0.0 0.0
C -8.843 -2.475 0.296 0.1 0.0 0.0
N 4.060 -7.238 1.552 0.1 0.1 0.0
H 2.387 4.457 -3.295 0.0 0.0 0.0
H 6.474 -3.764 4.475 0.1 0.0 0.0
F 4.700 -0.130 4.557 0.0 0.0 0.0
F 2.715 -0.039 5.381 -0.2 0.0 -0.1
N -3.837 6.500 2.147 0.0 0.1 0.0
C 2.813 5.211 -5.671 -0.1 -0.1 0.1
O -1.583 0.171 -6.018 0.1 -0.3 0.4
H -0.786 -4.154 -0.331 0.0 0.0 0.0
H -5.175 -2.608 -7.393 0.0 0.0 0.0
N -2.738 -4.630 -0.934 0.0 -0.1 0.0
C -4.249 5.866 1.027 0.0 -0.1 -0.1
H 5.577 -5.792 1.569 0.0 0.0 0.0
N 4.877 -4.402 5.675 0.1 0.1 -0.1
C 0.228 2.898 1.395 0.0 0.1 -0.4
H -3.854 -4.106 -8.203 0.0 0.0 0.0
H -8.986 -4.543 2.183 0.0 0.0 0.1
H 4.567 -7.060 3.569 0.0 0.0 0.0
C 1.886 1.484 2.730 -0.1 -0.1 -0.1
H -3.255 2.006 1.823 0.0 -0.2 0.0
C -6.688 -2.519 1.370 0.1 0.1 0.1
I -1.907 -2.349 -4.514 -0.1 -0.2 0.0
H 5.638 -5.844 6.915 0.0 0.0 0.0
C -1.245 -0.247 -4.962 0.0 0.8 -0.7
C -3.406 -5.907 -1.006 0.2 0.1 0.0
O -6.174 -1.904 0.462 -0.2 -0.2 -0.2
C 5.006 4.517 5.821 0.2 0.2 -0.1
H -9.360 -3.011 2.998 0.0 0.0 0.1
O 2.142 1.706 -5.930 0.0 0.0 0.0
H 8.168 2.736 -0.431 0.0 0.0 0.0
C 2.256 3.549 -3.882 0.0 0.0 -0.3
H -3.293 4.873 3.354 0.0 0.0 0.0
O 3.646 -6.075 6.595 0.0 0.0 0.0
B -1.384 1.442 -2.944 -1.1 -0.4 0.7
H 1.250 3.156 -3.731 0.0 0.0 0.1
H -3.298 2.635 -1.126 0.0 -0.1 0.0
N 2.488 3.857 -5.288 0.0 0.1 0.0
H -4.625 -5.659 -8.577 0.0 0.0 0.0
C -1.312 -4.550 -1.202 0.0 0.1 0.0
C -3.339 7.858 2.128 0.0 -0.1 0.1
H -0.297 1.959 1.566 0.1 0.0 0.1
H -6.232 -5.424 -5.212 0.0 0.0 0.0
H -3.579 -5.498 -7.149 0.1 0.0 0.0
H -1.470 0.737 0.259 -0.1 -0.2 -0.2
C -2.737 2.388 -0.227 -0.3 0.1 -0.2
H 7.898 5.162 4.544 0.0 0.0 0.0
H -0.102 -0.367 -3.216 0.0 0.1 0.0
O 3.161 -9.146 0.715 0.0 0.0 0.0
O -1.882 0.642 -1.754 -0.1 0.3 -0.3
H -4.463 -5.779 -0.779 0.0 0.0 0.0
C 6.753 2.549 -2.730 0.0 0.0 -0.1
H -1.121 -3.880 -2.040 0.0 0.0 0.0
C 6.169 -3.765 5.524 -0.2 0.0 0.0
F 3.065 -1.043 3.488 -0.2 0.0 0.0
H -7.277 -5.585 -6.625 0.0 0.0 0.0
C -3.397 -3.488 -0.624 -0.1 0.0 -0.1
F 3.303 2.315 4.455 -0.1 -0.2 -0.2
C 3.218 1.356 3.503 0.2 0.1 0.2
H 4.944 0.886 -0.742 -0.1 0.0 0.0
O 0.672 0.919 -0.920 0.3 -0.2 -0.3
F 2.635 3.095 1.206 -0.2 0.0 0.2
C 7.052 5.693 4.981 0.0 0.0 0.1
C -4.319 -4.988 -7.770 -0.1 -0.1 0.1
O -4.665 4.728 1.005 -0.1 0.2 0.1
F 4.270 1.503 2.672 -0.2 -0.1 0.0
N 1.984 1.328 -1.126 -0.1 0.6 0.0
H 3.302 -4.578 4.300 0.0 0.0 0.0
O -0.481 2.453 -2.267 0.7 0.0 -0.2
F 1.872 0.544 1.768 0.1 0.1 0.1
C 3.554 -8.006 0.566 0.0 0.0 -0.1
H -7.793 -3.795 3.260 0.0 0.0 0.0
H -3.090 -1.700 1.705 -0.1 0.1 -0.5
C 5.099 1.926 -1.032 0.4 0.1 0.2
H 3.147 -8.074 3.242 0.0 0.0 0.1
C 0.210 3.212 -0.115 -0.3 0.1 -0.1
H 2.007 5.893 -5.388 0.0 0.0 0.0
H 2.968 2.794 -3.552 0.0 0.0 0.0
O 7.881 2.729 -3.153 0.0 0.0 0.0
H -2.310 7.894 2.494 0.0 0.1 0.0
H 6.549 3.841 7.750 0.0 0.0 0.0
H -4.474 -3.637 -0.435 0.0 0.0 0.0
H 4.393 5.421 5.791 -0.1 0.0 0.0
H -9.858 -2.820 0.479 0.0 0.0 0.0
C -3.902 5.777 3.405 0.0 0.0 -0.1
C 3.398 -0.005 4.245 0.5 0.1 0.0
C 2.393 2.862 -6.194 0.1 0.0 -0.1
C 3.731 -3.840 4.979 0.0 -0.2 0.1
H -0.933 -5.544 -1.434 0.0 0.0 0.0
C -0.487 0.397 -3.891 0.3 -0.6 0.3
H -3.957 8.503 2.758 0.0 0.1 0.0
H 4.763 -8.692 2.889 0.0 0.0 0.0
C -3.703 1.841 0.837 0.2 0.1 -0.3
O -2.872 -2.400 -0.566 0.2 0.0 0.1
H 4.678 3.898 6.653 0.0 0.0 0.0
H -8.842 -1.391 0.179 0.0 0.0 0.0
H -4.596 2.463 0.818 0.0 -0.1 0.0
N 6.465 2.118 -1.489 -0.1 0.0 0.0
C -0.283 2.051 -0.975 -0.7 0.5 0.0
N -5.463 -4.594 -6.976 0.1 -0.1 -0.1
H 1.156 3.594 -0.495 0.1 -0.1 0.1
C 4.704 -5.499 6.438 0.0 -0.1 0.0
C 4.141 -7.797 2.892 -0.1 0.0 -0.1
H -2.431 2.259 -4.791 0.1 0.0 0.0
C -5.831 -3.302 -6.843 0.1 0.2 0.1
H -3.618 -0.089 -0.238 0.1 -0.1 0.1
H 4.903 2.568 -0.169 -0.1 -0.1 0.0
H -3.666 0.179 -3.614 -0.1 0.1 0.4
N -7.996 -2.863 1.412 -0.1 -0.1 0.0
O 2.425 0.949 -2.147 -0.3 -0.6 0.1
H -3.360 8.241 1.110 0.0 0.0 0.0
H -6.117 -2.847 2.257 0.0 0.0 0.0
H 4.050 -2.970 4.418 0.0 0.0 0.0
H 6.916 -4.305 6.104 0.0 0.0 0.0
C 1.604 2.853 2.059 -0.1 0.1 0.1
O 8.301 4.730 7.226 0.0 0.0 0.0
C -2.660 2.098 -3.730 0.3 0.2 -0.2
C -6.239 -5.607 -6.288 0.0 0.1 0.0
H -4.498 0.709 -5.717 0.2 0.2 -0.1
H 6.335 5.935 4.200 0.0 0.0 0.0
C -3.920 1.241 -3.695 0.1 -0.1 -0.7
H -2.342 3.340 0.141 0.1 -0.1 0.0
O -6.779 -2.925 -6.185 -0.1 -0.1 0.0
C 4.518 -5.885 1.317 0.0 -0.1 0.1
H -4.848 2.428 -5.276 0.1 0.0 -0.1
H 4.385 -5.628 0.268 0.0 0.0 0.0
C 7.564 1.840 -0.584 0.0 0.0 -0.1
H 2.954 5.266 -6.749 0.0 0.0 0.0
H 7.427 6.613 5.428 0.0 0.0 0.0
H -0.519 4.004 -0.284 0.1 0.0 0.0
C 7.129 4.460 7.044 0.0 0.0 0.1
H 4.867 3.966 4.894 -0.1 0.0 0.0
H -2.976 -6.611 -0.287 0.0 0.0 0.0
H 3.734 5.538 -5.181 0.0 0.0 0.0
H -5.154 0.282 0.519 0.1 -0.2 -0.1
H -5.813 -6.587 -6.492 0.0 0.0 0.0
```
Forces are in eV/Å.

## Properties
Charge: -1
E_HOMO (eV): -5.5
F_max (eV/A): 1.4



[2]
ORCA calculation (wB97M-V/def2-TZVPD) on a 13-piece molecular cluster, C43H85F6N5O30P overall in a non-equilibrium geometry.

The geometry in XYZ format:
```
170
Properties=species:S:1:pos:R:3:forces:R:3
H 31.284 16.822 -13.008 0.1 -0.4 -0.5
H 28.174 18.761 -11.201 -0.2 -0.2 0.1
C 22.982 22.437 -11.094 0.3 -0.5 0.8
O 35.566 20.802 -15.151 -1.1 0.0 4.7
H 29.363 19.789 -19.552 0.6 0.2 -0.1
H 38.851 13.990 -5.312 -0.2 0.2 0.8
H 37.004 20.214 -13.710 -0.6 0.5 0.1
H 32.849 21.203 -3.652 0.0 0.6 0.2
H 32.198 11.470 -9.178 0.4 0.3 0.4
O 20.642 22.258 -13.509 1.1 -1.1 0.6
H 29.637 16.419 -13.528 -0.4 0.4 0.5
O 28.894 26.484 -13.751 -1.0 0.3 0.3
O 27.531 18.449 -1.942 -0.5 1.6 -0.4
O 32.780 19.673 -0.836 -1.3 -1.5 -0.7
H 22.560 23.249 -10.501 -0.5 0.0 -0.4
H 20.181 18.324 -11.980 0.3 -0.5 1.0
H 33.331 18.954 -2.594 -0.3 0.0 -0.8
C 32.495 16.750 -19.055 -1.3 -1.0 -1.1
H 31.525 19.009 -8.778 1.0 -0.8 -0.6
C 33.791 11.795 -14.621 -2.2 -2.1 1.8
F 25.966 9.866 -16.417 1.7 -3.4 0.5
O 35.198 22.451 -9.711 1.2 -2.6 0.9
C 29.366 27.181 -14.783 -1.9 3.1 -2.5
O 28.799 28.089 -15.405 1.0 -2.4 2.1
C 31.117 17.953 -10.753 -0.1 1.7 0.9
H 29.253 10.633 -11.836 0.4 -0.3 -0.1
H 39.268 17.235 -7.713 -0.2 -0.3 0.4
H 31.465 16.946 -10.526 0.0 0.0 -0.4
C 27.588 10.357 -10.588 -1.4 0.9 0.8
H 38.350 18.535 -8.376 -0.3 -0.1 -0.3
C 35.943 21.128 -16.294 -2.5 2.4 -5.7
C 32.493 19.557 -2.243 1.1 0.6 0.3
O 35.147 14.283 -12.748 0.4 -3.8 -2.8
H 26.927 12.684 -16.767 -1.2 0.3 -0.5
H 29.878 19.969 -12.370 0.3 0.0 -0.2
F 30.335 24.685 -15.476 0.3 -1.4 1.1
C 30.081 17.971 -20.428 -1.7 -1.4 -0.8
H 21.777 18.908 -11.311 -0.1 0.2 -0.2
H 27.198 18.547 -4.553 0.8 0.0 0.6
O 20.820 19.786 -12.998 0.2 2.5 0.0
O 23.735 12.399 -13.768 1.9 -0.6 -2.3
H 30.717 18.829 -18.729 0.0 1.0 0.4
O 38.003 15.117 -6.781 -0.6 -0.3 -0.1
C 30.780 25.514 -14.477 1.2 1.5 -1.6
H 31.217 11.644 -7.643 0.2 -0.7 0.1
H 38.096 16.451 -5.242 0.1 0.6 0.1
O 35.042 24.433 -10.507 0.8 2.8 -1.2
H 38.390 20.125 -15.363 0.6 -0.3 -0.5
H 28.016 17.111 -11.911 0.0 0.1 0.3
C 38.448 17.916 -7.485 -0.2 1.2 -1.1
H 28.026 18.942 0.149 0.1 1.6 -1.3
H 27.217 11.751 -15.440 -0.3 -0.7 0.3
H 31.074 19.013 -13.388 0.0 0.2 0.4
C 30.781 26.044 -6.251 2.0 -0.2 0.0
C 19.464 22.670 -12.818 -1.3 0.1 -0.7
C 31.387 26.691 -4.146 -1.7 2.1 3.8
H 25.750 16.110 -4.525 0.0 -0.6 -0.5
H 24.882 18.931 -4.734 0.3 0.4 0.1
H 18.994 21.978 -12.119 0.9 -0.2 0.4
H 35.498 10.592 -15.016 1.1 0.4 0.7
H 30.483 26.215 -12.523 0.0 -0.6 0.4
C 30.254 16.462 -19.972 1.9 1.1 -0.6
H 30.663 25.042 -6.664 -0.5 0.1 0.3
H 35.878 19.004 -14.331 0.2 -0.2 0.0
H 31.607 13.067 -8.436 0.2 0.1 -0.8
C 37.474 19.639 -15.697 0.5 1.7 2.6
H 30.944 18.414 -20.926 0.3 -0.6 -0.4
H 38.395 13.118 -6.661 -0.4 0.0 -0.4
H 18.671 22.750 -13.561 0.2 0.0 -0.4
O 30.573 26.758 -15.128 0.8 0.4 0.6
C 30.099 19.044 -12.903 -0.5 -0.4 1.1
H 29.287 15.989 -19.803 0.1 0.2 0.4
C 26.371 12.103 -16.030 -0.3 0.3 1.7
C 34.989 13.276 -13.465 0.1 3.3 2.2
C 24.483 12.122 -14.688 -1.1 0.9 1.6
H 24.997 11.085 -17.411 -0.7 0.8 0.0
H 32.558 17.740 -19.507 -0.3 0.0 0.0
H 28.855 18.924 -21.761 -0.1 -0.2 -0.4
O 22.913 20.948 -13.851 -1.5 0.9 1.1
H 24.536 17.875 -3.418 -0.1 -0.4 0.0
H 27.468 11.365 -10.192 -0.3 0.2 -0.4
H 29.679 10.020 -8.848 -0.2 -0.4 0.0
P 21.697 21.120 -13.007 0.6 0.3 -1.1
C 30.269 16.624 -12.664 2.1 0.8 0.7
H 33.468 10.830 -14.232 -0.4 -0.1 -0.2
H 29.520 24.672 -12.969 0.1 0.3 0.4
H 30.200 17.975 -8.734 -1.1 0.5 -0.3
O 33.838 12.624 -13.493 -1.0 0.6 0.4
N 26.327 16.786 -5.005 -0.5 -0.4 0.2
C 30.708 18.662 -9.411 0.2 1.7 -1.0
O 32.441 26.855 -4.907 2.2 1.0 1.4
O 35.838 12.667 -14.344 1.3 -0.1 0.8
O 24.381 11.012 -15.462 -0.8 0.4 1.0
H 29.342 18.847 -13.662 -0.1 0.0 0.2
H 31.906 18.619 -11.102 0.2 -0.5 -0.6
H 27.138 9.707 -9.839 0.7 -0.2 0.6
O 35.343 21.900 -17.030 1.6 -1.0 1.2
C 34.502 23.357 -10.219 -0.2 -0.2 0.8
O 36.920 20.329 -16.716 1.3 0.2 -3.0
C 25.374 11.023 -16.390 0.6 1.0 -2.9
O 30.438 26.132 -4.858 -2.0 -1.1 -1.2
O 33.246 23.203 -10.353 -2.4 -0.4 -0.5
H 30.735 20.591 -9.982 0.7 0.2 0.2
H 38.741 18.681 -6.766 0.4 -0.3 0.5
H 26.490 16.646 -2.143 -0.2 0.0 0.1
C 30.010 10.454 -9.791 -0.1 0.7 0.4
H 26.889 10.121 -11.390 0.2 0.7 -0.6
N 28.837 18.056 -21.245 0.9 -1.0 0.1
H 28.091 16.754 -2.947 0.2 -0.4 0.3
H 19.515 23.685 -12.424 0.7 -0.2 0.3
C 38.033 13.929 -6.030 1.2 -0.2 -0.3
O 30.220 11.903 -9.438 -0.1 -1.8 -1.2
H 30.753 15.940 -20.790 -0.2 -0.3 -0.5
C 26.578 17.822 -4.026 0.6 -0.2 -0.1
H 35.927 18.916 -7.127 -0.8 0.0 -0.6
H 31.523 19.166 -2.552 0.0 -0.2 0.7
H 25.417 19.269 -2.999 0.0 0.5 -0.4
H 30.404 15.790 -11.976 -0.7 0.0 -0.1
C 29.933 25.636 -13.265 -0.4 -0.2 -0.3
H 28.844 17.246 -21.849 -0.3 0.3 -0.7
O 31.125 16.263 -18.842 -0.1 1.3 0.7
O 31.181 27.089 -2.977 1.5 -1.5 -3.8
H 26.862 17.853 -0.099 -0.1 -1.1 -0.2
C 33.661 20.660 -0.676 0.5 -0.3 2.8
F 37.711 18.372 -15.957 0.0 -1.7 -0.8
H 30.291 26.806 -6.857 -0.2 -0.1 0.2
F 35.217 11.989 -16.325 0.8 0.4 -2.9
C 37.105 17.314 -7.066 1.9 -1.0 0.2
C 25.303 18.545 -3.806 -1.3 0.1 0.9
H 37.089 13.629 -5.577 -0.1 0.3 0.1
N 30.022 17.914 -11.871 -1.4 -1.9 0.8
C 27.189 17.298 -2.666 0.2 1.2 -2.1
H 33.068 25.584 -6.313 -0.6 -0.6 -0.1
H 36.902 18.892 -6.010 0.0 0.3 1.1
F 32.704 27.314 -7.053 -0.4 0.8 -0.5
O 33.511 21.574 -1.680 2.0 -0.9 0.0
C 31.417 12.015 -8.647 -1.3 0.0 -0.1
O 34.344 20.631 0.334 -0.6 1.5 -2.5
H 23.578 22.830 -11.917 -0.4 -0.2 -0.2
H 36.621 16.843 -7.921 -0.1 0.0 0.1
C 37.433 16.201 -6.070 -0.9 -0.4 -0.4
H 28.606 17.366 -10.201 0.3 -0.2 -0.4
H 28.312 8.424 -11.852 0.1 0.1 -0.6
H 29.072 18.381 -18.610 -0.2 -0.3 -0.2
H 32.822 16.005 -19.780 1.0 0.2 -0.1
C 27.755 18.209 -0.612 0.7 -1.2 1.8
H 28.648 17.586 -0.567 -0.3 -1.0 0.5
C 21.180 18.701 -12.199 -1.2 -1.7 -0.1
C 35.184 11.635 -15.060 -0.6 1.1 0.3
F 31.475 21.599 -2.200 -2.9 1.1 -0.6
H 33.124 16.779 -18.165 -0.6 -0.4 0.2
H 23.655 21.934 -10.399 0.1 -0.1 -0.2
O 30.071 19.944 -9.730 -1.2 -2.0 0.3
C 32.313 26.362 -6.199 -0.2 -0.6 -0.1
H 21.606 17.918 -12.828 0.6 0.2 0.1
H 31.847 25.501 -14.256 0.0 -1.0 -0.3
H 28.716 8.041 -10.415 0.2 0.4 0.7
O 21.965 21.453 -11.452 0.1 0.4 -0.8
H 27.128 16.351 -5.440 0.1 0.0 0.4
C 28.572 17.746 -11.221 1.2 1.3 -1.2
O 25.524 12.866 -15.142 0.1 0.9 0.5
C 32.579 21.029 -2.610 1.7 -1.0 0.5
C 29.791 18.817 -19.304 0.2 0.7 3.1
C 29.015 10.079 -10.928 -0.7 -0.7 1.1
N 36.225 18.262 -6.417 0.4 0.8 -0.3
H 36.454 15.964 -5.652 -0.1 -0.6 0.3
N 29.048 8.603 -11.185 1.1 0.3 -0.7
C 36.466 19.882 -14.598 -0.1 -1.6 1.6
H 30.928 9.945 -10.086 0.5 0.4 0.1
H 33.038 12.124 -15.337 0.5 0.3 -0.3
```
Forces are in eV/Å.

## Properties
Charge: -1
E_HOMO (eV): -1.0
F_max (eV/A): 6.7